Below is a cluster of 8 separate species, C9H34N2O8 in total, with properties calculated with ωB97M-V/def2-TZVPD.

Calculated values
**SMILES**: NC(N)=O.CCO.CO.CO.CO.CO.CO.CO
**Energy relative to the best compared isomer or geometry (same formula, charge and spin)**: 0.3054 eV
**LUMO**: -0.165 eV

Cartesian coordinates (Å):
N1 7.524 -23.366 -19.232
C1 7.590 -24.654 -19.022
N2 6.872 -25.113 -18.037
O1 8.257 -25.525 -19.830
H1 8.097 -22.939 -19.924
H2 6.844 -22.845 -18.648
H3 6.956 -26.104 -17.835
H4 6.369 -24.535 -17.340
C2 4.205 -25.805 -16.524
C3 4.529 -24.323 -16.290
O2 5.790 -24.081 -15.791
H5 3.471 -26.229 -15.777
H6 5.093 -26.483 -16.623
H7 3.645 -25.795 -17.453
H8 3.834 -23.874 -15.629
H9 4.586 -23.751 -17.255
H10 5.754 -23.181 -15.406
C4 8.228 -26.986 -16.203
O3 7.192 -27.756 -16.772
H11 9.003 -26.576 -16.880
H12 8.685 -27.537 -15.437
H13 7.834 -26.162 -15.606
H14 6.702 -28.085 -16.041
C5 5.363 -24.650 -21.500
O4 5.314 -23.433 -20.788
H15 5.399 -25.529 -20.880
H16 6.315 -24.685 -22.027
H17 4.554 -24.763 -22.239
H18 6.026 -23.441 -20.169
C6 5.452 -20.700 -18.927
O5 5.843 -21.674 -17.942
H19 6.014 -20.875 -19.838
H20 5.589 -19.655 -18.561
H21 4.447 -20.806 -19.268
H22 5.284 -21.570 -17.207
C7 8.101 -22.081 -22.213
O6 8.783 -21.646 -21.064
H23 8.014 -23.189 -22.064
H24 8.582 -21.908 -23.173
H25 7.094 -21.607 -22.277
H26 8.616 -20.712 -21.017
C8 11.188 -24.014 -19.733
O7 10.936 -23.061 -18.716
H27 10.401 -23.921 -20.490
H28 11.381 -25.022 -19.254
H29 12.058 -23.821 -20.262
H30 10.223 -23.383 -18.170
C9 9.054 -22.735 -16.208
O8 9.352 -24.058 -16.698
H31 9.901 -22.072 -16.093
H32 8.629 -22.904 -15.290
H33 8.269 -22.187 -16.818
H34 8.512 -24.399 -16.984

Below is a structure of composition C9H36BF6NO13S2Zn, with properties calculated with ωB97M-V/def2-TZVPD.

Calculated values
**LUMO**: -0.179 eV

Cartesian coordinates (Å):
Zn1 8.132 -14.088 6.604
N1 8.188 -16.033 7.262
S1 6.873 -16.713 7.745
O1 6.733 -16.584 9.121
O2 6.698 -17.924 7.079
F1 5.809 -15.687 6.997
S2 9.523 -16.820 6.746
O3 9.645 -16.412 5.398
O4 9.643 -18.154 7.242
F2 10.495 -15.902 7.526
B1 6.228 -11.735 7.212
F3 5.988 -10.968 8.359
F4 7.568 -11.492 6.741
F5 6.265 -13.153 7.585
F6 5.206 -11.487 6.206
C1 12.753 -13.192 7.729
O5 11.693 -12.710 8.574
H1 13.549 -12.405 7.594
H2 13.156 -14.161 7.987
H3 12.272 -13.267 6.765
H4 11.981 -12.613 9.478
C2 10.191 -9.691 5.850
O6 11.026 -10.775 6.345
H5 9.955 -9.817 4.787
H6 9.236 -9.750 6.447
H7 10.586 -8.673 6.045
H8 11.045 -10.809 7.308
C3 8.603 -13.795 9.488
O7 9.105 -13.473 8.196
H9 8.487 -14.874 9.539
H10 9.300 -13.412 10.229
H11 7.648 -13.279 9.597
H12 10.067 -13.429 8.173
C4 2.749 -9.493 8.395
O8 3.329 -10.443 9.249
H13 3.478 -9.064 7.685
H14 1.930 -9.968 7.939
H15 2.461 -8.635 8.987
H16 4.270 -10.393 9.090
C5 7.357 -13.033 4.049
O9 7.242 -14.133 4.967
H17 7.446 -12.110 4.593
H18 8.208 -13.234 3.410
H19 6.478 -13.018 3.402
H20 6.305 -14.492 4.982
C6 3.731 -14.098 9.948
O10 3.092 -15.370 9.895
H21 4.840 -14.231 9.959
H22 3.503 -13.549 9.043
H23 3.335 -13.526 10.778
H24 3.335 -15.848 9.083
C7 3.318 -14.401 5.924
O11 4.411 -13.864 5.223
H25 2.854 -15.171 5.301
H26 3.586 -14.782 6.890
H27 2.580 -13.571 6.107
H28 4.509 -12.979 5.563
C8 10.576 -13.864 4.508
O12 9.811 -13.203 5.573
H29 11.069 -13.113 3.933
H30 11.320 -14.480 5.001
H31 9.911 -14.541 3.934
H32 10.197 -12.392 5.902
C9 4.677 -16.650 3.598
O13 6.026 -16.136 3.430
H33 4.506 -17.330 2.749
H34 4.590 -17.220 4.530
H35 3.988 -15.793 3.605
H36 6.613 -16.870 3.228

Quick rundown of largest force on an atom, same order as above: 8.19 3.19 eV/A
Quick rundown of Kohn-Sham gap, same order as above: 0.315 0.342 Ha